{"formula": "C27H40N4OPdS4", "method": "ωB97M-V/def2-TZVPD", "species": ["O", "H", "H", "H", "C", "C", "H", "N", "H", "C", "H", "H", "Pd", "H", "H", "H", "H", "C", "C", "H", "S", "H", "S", "S", "C", "H", "N", "H", "C", "H", "H", "H", "H", "H", "N", "C", "C", "C", "H", "S", "C", "H", "C", "H", "H", "H", "H", "C", "C", "C", "H", "N", "H", "C", "C", "C", "C", "C", "H", "H", "C", "H", "C", "C", "H", "H", "H", "H", "H", "H", "H", "C", "C", "C", "H", "C", "H"], "coordinates": [[-1.13, -2.71, -3.03], [1.95, -1.12, 4.93], [0.94, 2.39, 3.03], [2.86, 3.12, 1.60], [-3.37, 3.04, 0.43], [4.11, -0.95, 2.32], [-2.30, 3.29, 0.47], [-1.57, 0.66, 0.42], [5.69, -1.85, 1.19], [1.85, 3.47, 1.40], [-4.64, -3.88, 0.58], [-3.11, -0.29, -0.64], [0.42, -1.48, -2.78], [-3.85, 3.90, -0.04], [1.02, -2.79, 1.52], [0.66, 4.05, -0.33], [-5.22, -3.90, -1.84], [4.24, 1.04, 3.68], [2.70, -0.71, 4.26], [0.91, 0.91, -6.40], [4.39, -0.98, -0.48], [-1.39, 1.04, 1.34], [2.48, -0.65, -2.59], [0.39, -0.98, -5.06], [-0.29, -2.69, -0.18], [2.11, 0.73, 1.51], [0.68, 0.83, 0.02], [-0.64, -2.31, 1.87], [-1.96, -2.97, -2.08], [1.40, 0.91, -0.69], [4.20, -2.77, 1.13], [4.70, 1.99, 3.90], [-2.40, -3.32, 1.30], [2.92, 1.11, 5.37], [1.89, -1.98, -0.32], [4.68, 0.29, 2.60], [-3.92, 2.85, 1.84], [-0.02, -2.97, 1.27], [-3.88, 3.78, 2.40], [-0.86, 0.38, -2.12], [-1.60, -2.96, -0.68], [-1.82, -1.77, -5.22], [2.77, -1.32, -1.00], [-3.50, 0.24, 0.99], [0.50, 0.29, 2.02], [2.74, -2.45, 3.00], [2.30, 4.69, -0.33], [1.70, 3.81, -0.08], [3.24, 0.54, 4.51], [0.85, 2.44, 1.94], [5.47, 0.68, 1.97], [0.70, -2.21, -0.95], [-0.17, 2.78, 1.73], [3.13, -1.45, 3.17], [0.94, 0.72, -5.33], [-3.28, -3.32, -2.46], [-0.55, 0.64, -0.41], [-1.35, -0.83, -5.48], [1.97, 0.81, -4.97], [1.72, 4.38, 1.99], [1.06, 1.02, 1.42], [-4.96, 2.51, 1.82], [-3.57, 1.83, -0.48], [4.61, -1.76, 1.16], [-4.64, 1.66, -0.65], [-3.50, -3.33, -3.52], [-3.13, 2.03, -1.46], [-1.80, 0.00, -4.94], [2.03, 3.01, -0.74], [0.29, 1.41, -4.79], [-1.42, -0.67, -6.56], [-3.89, -3.62, -0.15], [-4.22, -3.64, -1.53], [-2.62, -3.30, 0.24], [-0.29, -4.00, 1.51], [-3.00, 0.53, 0.07], [-3.35, 2.11, 2.42]], "lowdin_charge": [-0.19, 0.11, 0.12, 0.11, -0.25, -0.31, 0.09, 0.07, 0.09, -0.23, 0.12, 0.09, 0.59, 0.12, 0.05, 0.08, 0.13, -0.07, -0.07, 0.07, 0.96, 0.13, 0.67, 0.80, -0.20, 0.11, 0.04, 0.10, -0.33, 0.07, 0.09, 0.12, 0.11, 0.11, -0.02, -0.06, -0.09, 0.00, 0.08, 0.84, -0.10, 0.04, -1.05, 0.13, 0.12, 0.11, 0.08, -0.09, -0.07, -0.18, 0.12, -0.10, 0.10, -0.06, -0.34, 0.02, -0.67, -0.32, 0.03, 0.12, -0.14, 0.09, -0.19, -0.37, 0.13, 0.13, 0.09, 0.04, 0.06, 0.04, 0.07, -0.03, -0.02, -0.03, 0.11, -0.19, 0.06], "relative_energy_kcal_mol": 0.0, "homo_energy_ha": [-0.507, -0.507], "total_charge": 2, "total_energy_ev": -83463.0367, "lumo_energy_ev": [-8.94, -8.94]}

{"formula": "C4H10O2", "method": "ωB97M-V/def2-TZVPD", "species": ["H", "C", "H", "H", "O", "H", "H", "C", "C", "H", "H", "H", "O", "H", "C", "H"], "coordinates": [[-2.44, -0.29, 1.21], [1.71, 0.09, -0.91], [-2.54, -0.12, -0.56], [0.56, -1.69, 0.35], [-0.40, -1.54, 0.27], [-2.14, 1.29, 0.46], [2.34, 0.98, -1.06], [-2.01, 0.21, 0.34], [-0.53, -0.13, 0.27], [-0.25, 0.10, -1.86], [-0.08, 0.29, 1.19], [1.96, -0.62, -1.69], [2.12, -0.55, 0.30], [0.10, 1.56, -0.93], [0.21, 0.47, -0.93], [1.81, -0.01, 1.04]], "lowdin_charge": [0.08, -0.22, 0.09, 0.08, -0.03, 0.08, 0.11, -0.05, -0.48, 0.12, 0.13, 0.12, -0.09, 0.11, -0.13, 0.09], "relative_energy_kcal_mol": 18.6, "smiles": "C[C@@H](O)CCO", "homo_energy_ha": -0.372, "total_energy_ev": -8404.7396, "lumo_energy_ev": 0.84}

{"formula": "C15H25O4P", "method": "ωB97M-V/def2-TZVPD", "species": ["O", "H", "H", "C", "C", "H", "C", "H", "C", "C", "H", "O", "O", "H", "O", "H", "C", "H", "H", "H", "H", "H", "H", "P", "H", "C", "C", "H", "C", "H", "H", "C", "H", "H", "H", "H", "C", "H", "C", "C", "H", "H", "H", "C", "C"], "coordinates": [[3.33, -1.49, -0.25], [4.94, 1.54, 0.83], [-3.15, 2.02, -2.09], [1.73, 0.14, 0.33], [-1.46, 1.15, -3.07], [-5.01, -1.02, 0.81], [2.81, 1.23, 0.70], [-5.34, -0.81, 3.25], [-4.11, -0.53, 1.43], [2.63, 2.40, -0.09], [0.05, 1.58, 0.75], [-2.57, 1.56, 0.58], [-2.98, 0.07, -1.62], [-1.30, -2.19, -0.59], [-2.99, -1.00, 0.67], [-4.19, -2.18, 2.87], [1.25, -3.45, -0.79], [3.45, 2.90, 0.01], [4.46, -0.27, 1.28], [3.30, -2.60, -0.77], [-0.75, 1.28, -2.40], [-1.31, 0.33, -3.59], [1.52, 1.88, 2.23], [-2.34, 0.22, 0.01], [-4.25, 0.65, 1.41], [4.30, 0.79, 0.53], [-4.22, -1.07, 2.94], [1.83, -4.13, -0.12], [0.92, -2.12, -0.52], [2.64, 0.68, 2.77], [3.25, 2.12, 2.41], [2.12, -1.11, -0.28], [1.79, 2.83, -0.19], [4.45, 0.31, -0.34], [1.77, -3.35, -1.86], [-1.54, 2.15, -3.82], [-0.68, -0.36, 0.02], [0.31, -3.93, -1.29], [-2.93, 1.12, -2.54], [-0.31, -1.78, -0.49], [-3.54, -0.73, 3.46], [2.85, 2.24, -1.54], [-3.61, 0.94, -3.17], [0.39, 0.49, 0.17], [2.51, 1.49, 1.98]], "lowdin_charge": [0.00, 0.06, 0.09, -0.08, -0.01, 0.15, -0.65, 0.13, -0.26, -0.02, 0.19, -0.27, -0.21, 0.11, -0.20, 0.08, -0.10, 0.01, 0.18, 0.27, -0.01, 0.01, 0.11, 0.55, 0.14, 0.00, -0.03, 0.11, -0.29, 0.14, 0.09, -0.21, 0.00, 0.02, 0.13, 0.15, -0.21, 0.13, -0.26, -0.02, -0.04, 0.21, 0.04, -0.06, -0.13], "relative_energy_kcal_mol": 288.6, "homo_energy_ha": -0.296, "total_energy_ev": -33429.9526, "lumo_energy_ev": 0.24}

{"formula": "C16H25NO3", "method": "ωB97M-V/def2-TZVPD", "species": ["C", "H", "H", "H", "H", "H", "C", "H", "C", "N", "H", "H", "C", "C", "O", "H", "C", "C", "C", "H", "O", "C", "H", "C", "H", "C", "C", "O", "H", "H", "C", "H", "H", "H", "H", "H", "H", "H", "C", "H", "C", "C", "H", "H", "H"], "coordinates": [[0.18, 1.78, 3.08], [-0.84, 0.73, -1.02], [-0.66, 2.47, 3.19], [4.71, 2.05, 3.73], [-3.99, -3.41, -2.96], [2.87, 1.35, 2.25], [0.09, -3.47, -3.55], [0.11, 1.03, 3.87], [3.76, 2.59, 3.76], [1.40, 2.52, 3.26], [-3.79, -2.28, -4.30], [1.77, -2.58, -2.58], [-1.94, -4.45, -4.63], [2.61, 1.72, 3.26], [-2.26, -0.65, -1.62], [-2.53, 1.00, -0.55], [0.70, -2.56, -2.71], [-2.05, -2.50, -3.06], [-1.53, -0.45, 0.70], [1.79, 3.37, 1.35], [-1.28, 0.46, 1.74], [-1.43, -1.57, -2.22], [-2.66, -5.05, -4.08], [2.75, 4.49, 2.92], [0.45, -0.90, -1.41], [0.00, 1.05, 1.73], [1.57, 3.66, 2.39], [3.93, 3.73, 2.95], [-2.45, -0.97, 0.97], [2.95, 5.34, 2.26], [-0.05, -1.61, -2.05], [2.48, 0.86, 3.93], [-1.20, -5.11, -5.08], [-2.48, -3.94, -5.44], [0.09, 1.77, 0.90], [0.77, 0.27, 1.61], [0.69, -4.21, -4.06], [2.50, 4.85, 3.93], [-1.75, 0.24, -0.66], [-3.97, -1.67, -2.65], [-3.54, -2.46, -3.25], [-1.28, -3.45, -3.73], [0.66, 4.26, 2.40], [-0.72, -1.19, 0.62], [3.55, 2.90, 4.80]], "lowdin_charge": [-0.16, 0.12, 0.13, 0.12, 0.09, 0.13, -0.06, 0.13, -0.20, -0.18, 0.09, 0.10, -0.05, -0.17, -0.05, 0.14, -0.08, -0.16, -0.18, 0.12, -0.14, -0.21, 0.08, -0.20, 0.10, -0.21, -0.17, -0.13, 0.14, 0.12, -0.03, 0.13, 0.07, 0.08, 0.12, 0.13, 0.10, 0.13, -0.17, 0.07, -0.03, -0.24, 0.13, 0.12, 0.13], "relative_energy_kcal_mol": 63.3, "smiles": "Cc1cccc(OCCOCCN2CCOCC2)c1C", "homo_energy_ha": -0.307, "total_energy_ev": -24629.0700, "lumo_energy_ev": 0.79}

{"formula": "C28H49GdIN8OP", "method": "ωB97M-V/def2-TZVPD", "species": ["H", "C", "H", "H", "C", "H", "H", "C", "H", "H", "C", "C", "H", "H", "H", "H", "C", "H", "H", "H", "C", "H", "C", "O", "H", "H", "H", "C", "C", "N", "C", "H", "H", "H", "C", "N", "C", "H", "N", "C", "N", "H", "H", "H", "H", "H", "H", "H", "C", "H", "H", "C", "H", "C", "N", "C", "I", "C", "H", "H", "N", "H", "H", "N", "H", "C", "H", "C", "H", "H", "H", "H", "P", "H", "C", "H", "C", "C", "H", "H", "N", "C", "H", "Gd", "C", "C", "H", "C", "H"], "coordinates": [[0.50, -0.85, 17.36], [-5.91, -1.08, 17.80], [0.82, 1.93, 18.55], [-5.57, 4.00, 23.08], [-6.60, 3.74, 18.51], [-0.91, 5.10, 22.86], [-1.41, 6.36, 21.77], [-5.84, 0.35, 15.72], [0.86, 3.40, 19.79], [-5.42, -4.41, 17.61], [-5.40, -3.41, 18.02], [-4.89, -3.17, 19.30], [-3.86, 2.04, 22.27], [-0.13, -1.83, 19.41], [-6.50, 5.19, 21.10], [0.55, -0.50, 20.44], [-5.77, -2.34, 17.22], [-4.93, -3.08, 22.58], [-3.18, 3.97, 14.79], [1.80, -0.27, 18.21], [-4.48, -1.53, 21.18], [-7.24, 3.60, 22.72], [-4.70, 1.64, 22.89], [-3.26, 2.26, 19.50], [-5.95, -0.59, 15.23], [-4.49, 2.03, 23.88], [0.02, 1.48, 16.96], [-1.68, 4.86, 17.59], [0.27, 5.09, 21.00], [-1.07, 1.19, 18.75], [-1.31, -0.04, 19.48], [-3.35, 2.20, 16.90], [-6.12, -2.52, 16.17], [-5.07, 4.20, 20.56], [-4.05, -2.61, 22.12], [-6.87, 3.43, 19.90], [-7.98, -0.28, 16.88], [-8.08, 2.51, 17.45], [-1.79, 3.40, 17.69], [0.02, -0.78, 19.51], [-5.98, 2.02, 22.34], [-3.50, -0.08, 23.38], [-6.57, 2.87, 16.49], [-6.26, 1.20, 15.17], [-2.87, 4.86, 20.68], [-4.07, 4.40, 16.29], [1.20, 5.32, 21.52], [-8.48, -0.40, 17.85], [0.72, -0.23, 18.23], [-5.18, -0.44, 23.50], [0.31, 5.67, 20.05], [-6.22, 3.51, 22.33], [-7.10, 4.62, 18.09], [-0.99, 5.39, 21.78], [-6.31, 1.31, 17.91], [-4.93, -1.88, 19.76], [-9.24, 0.90, 15.59], [-6.53, 0.16, 17.05], [-1.64, 0.29, 20.48], [-2.11, -0.61, 19.03], [-4.54, -0.30, 21.49], [-3.42, -3.38, 21.68], [-3.44, -2.21, 22.95], [-1.24, 3.48, 20.27], [-4.79, 0.46, 15.84], [0.16, 3.64, 20.64], [-7.96, -1.27, 16.49], [-3.10, 4.16, 15.82], [-6.67, 1.49, 22.87], [-1.08, 4.92, 15.55], [-1.95, 2.26, 15.79], [-2.47, 5.28, 18.22], [-1.84, 2.57, 19.07], [-2.13, 6.20, 15.82], [-1.96, 5.16, 16.13], [-2.47, 3.67, 21.97], [-2.05, 4.32, 21.21], [-4.46, 0.13, 22.92], [0.43, 2.94, 21.42], [-5.52, 3.96, 18.45], [-5.49, -0.95, 19.02], [-6.13, 4.17, 20.91], [-4.65, -4.06, 19.88], [-5.28, 1.50, 19.77], [0.18, 1.23, 18.04], [-2.58, 2.87, 16.50], [-7.84, 3.19, 20.12], [-6.93, 2.59, 17.50], [-0.73, 5.20, 17.97]], "lowdin_charge": [0.11, -0.21, 0.08, 0.13, -0.23, 0.13, 0.09, -0.04, 0.12, 0.13, 0.00, 0.01, 0.10, 0.10, 0.14, 0.12, 0.03, 0.12, 0.10, 0.11, -0.26, 0.13, -0.26, -0.46, 0.08, 0.13, 0.13, -0.18, -0.18, -0.20, -0.19, 0.08, 0.14, 0.09, 0.00, -0.16, -0.54, 0.06, -0.18, -0.12, -0.13, 0.13, 0.11, 0.06, 0.10, 0.11, 0.12, 0.07, -0.12, 0.13, 0.12, -0.14, 0.14, -0.12, -0.24, -0.21, 0.92, -0.58, 0.11, 0.11, -0.01, 0.09, 0.09, -0.19, 0.08, -0.20, 0.03, -0.14, 0.13, 0.12, 0.13, 0.11, 0.53, 0.13, -0.14, 0.08, -0.14, -0.15, 0.13, 0.10, 0.06, -0.20, 0.13, 1.60, -0.17, -0.15, 0.16, -0.27, 0.11], "s_squared": 16.040, "multiplicity": 8, "homo_energy_ha": [-0.485, -0.482], "total_charge": 2, "total_energy_ev": -82014.2398, "lumo_energy_ev": [-5.42, -7.11]}

no.,largest force on an atom (Eh/bohr)
1,0.0091
2,0.0078
3,0.2258
4,0.0121
5,0.0672